# C39H43CrN4O4STe

A structure of composition C39H43CrN4O4STe at a distorted geometry (the ωB97M-V functional and the def2-TZVPD basis, OMol25).

XYZ file:
```
93
Properties=species:S:1:pos:R:3:forces:R:3:mulliken_spin:R:1
Cr -0.958 0.117 2.070 -0.60 -0.37 0.28 4.023
C 3.711 -4.857 5.567 -0.10 -0.63 0.38 0.000
C 2.502 -3.998 5.331 -1.41 0.52 0.65 0.001
C 2.589 -2.598 5.415 0.26 -0.87 0.87 0.000
C 1.431 -1.834 5.357 0.02 1.15 -0.54 0.002
C 0.218 -2.439 5.093 -1.10 0.68 0.29 0.015
C 0.040 -3.816 5.044 0.84 0.54 -0.39 0.000
C 1.203 -4.556 5.165 0.79 -0.40 -0.29 0.000
S -1.195 -1.348 4.807 1.60 0.09 -3.39 0.019
O -2.261 -1.747 5.626 -1.63 -0.69 1.60 0.000
O -0.660 -0.008 4.852 -0.03 0.27 0.23 0.029
N -1.538 -1.542 3.199 -0.76 -1.18 0.02 -0.017
C -2.457 -2.562 2.725 0.26 -0.33 0.05 -0.031
C -3.759 -2.756 3.235 0.94 2.26 1.49 0.000
C -4.575 -3.699 2.736 -0.87 -1.00 0.18 0.000
C -4.136 -4.544 1.721 0.44 0.04 -0.19 0.002
C -2.854 -4.360 1.227 -0.78 2.52 2.09 -0.005
N -2.055 -3.362 1.720 0.43 -0.11 0.06 -0.008
H 3.901 -5.469 4.689 0.34 0.01 -0.18 0.000
H 3.638 -5.589 6.408 -0.41 0.68 -0.50 0.000
H 4.563 -4.230 5.809 0.23 0.00 -0.26 0.000
H 3.564 -2.172 5.686 -0.46 0.08 -0.34 0.000
H 1.415 -0.719 5.425 0.28 -1.12 0.00 0.000
H -0.933 -4.247 4.817 0.25 -0.04 0.23 0.000
H 1.133 -5.626 5.068 0.00 -0.36 0.15 0.000
H -4.112 -2.104 4.052 0.33 -0.40 -0.56 0.000
H -5.546 -3.800 3.231 0.19 -0.16 -0.55 0.000
H -4.789 -5.302 1.345 -0.14 -0.39 -0.28 0.000
H -2.469 -4.899 0.423 0.63 -0.92 -1.09 0.000
C 3.006 -1.620 2.342 0.30 -0.17 -0.98 0.001
C 1.545 -1.611 1.928 0.60 -0.17 0.63 -0.017
N 0.948 -2.779 1.853 0.92 -2.03 -0.05 0.011
O 0.957 -0.540 1.735 -0.26 0.90 0.09 -0.011
H 3.319 -2.580 2.769 -0.10 0.28 -0.19 -0.001
H 3.199 -0.833 3.040 -0.25 0.39 0.68 -0.001
H 3.664 -1.343 1.506 -0.32 -0.33 -0.12 0.001
H 1.574 -3.608 1.935 -1.15 1.03 0.08 -0.001
H -0.070 -2.932 1.784 0.17 0.21 -0.24 0.012
C 6.452 2.534 -3.152 -0.34 0.90 0.71 0.000
C 5.014 2.582 -2.691 1.00 0.01 -0.86 0.003
C 4.353 3.778 -2.662 -0.65 0.52 -0.10 -0.001
C 2.961 3.775 -2.446 -0.31 0.26 0.43 0.006
C 2.334 5.128 -2.274 -0.84 0.77 -0.78 0.003
C 2.238 2.582 -2.230 1.36 -0.65 0.62 -0.005
Te 0.194 2.671 -1.673 0.22 0.16 -0.28 0.079
N -1.024 2.086 1.299 -1.03 -0.27 -0.11 0.875
C -2.316 1.947 1.084 0.44 0.15 0.61 -0.084
O -2.888 0.933 1.690 1.10 0.70 -0.25 0.063
C -3.098 2.886 0.228 0.44 -0.84 0.19 0.017
C -4.317 2.474 -0.236 -0.47 0.41 -0.53 -0.001
C -4.961 3.285 -1.188 -1.20 -1.21 0.68 0.001
C -4.422 4.447 -1.666 0.13 0.83 -0.09 0.003
C -3.150 4.811 -1.202 -0.23 0.11 -0.27 -0.001
C -2.530 4.056 -0.249 1.90 -0.45 0.63 0.010
C -0.700 1.452 -3.168 -0.29 -0.29 1.43 0.005
C -1.129 0.169 -2.772 0.41 0.09 0.07 0.027
C -1.067 -0.454 -1.401 -0.15 0.65 0.84 0.017
C -1.732 -0.634 -3.704 -0.33 -1.17 -0.30 0.002
C -2.125 -0.196 -4.973 1.05 -1.20 1.32 0.000
C -2.856 -1.141 -5.885 0.56 0.71 -0.54 0.000
C -1.796 1.107 -5.253 -0.96 0.57 -0.71 0.001
C -1.118 1.942 -4.390 0.74 1.72 -0.25 -0.004
C -0.822 3.402 -4.871 0.41 -1.74 -1.11 0.001
C 2.997 1.361 -2.051 -1.01 2.13 -0.96 -0.013
C 2.381 0.082 -1.563 1.43 0.78 -0.80 0.010
C 4.340 1.419 -2.369 -0.95 -0.43 0.61 -0.002
H 6.917 3.544 -3.032 -0.21 -0.89 -0.30 0.000
H 6.534 2.168 -4.170 0.00 0.16 -0.24 0.000
H 6.944 1.832 -2.516 0.80 -0.44 0.36 0.000
H 4.913 4.738 -2.814 -0.71 -0.99 0.08 0.000
H 2.931 5.902 -2.799 -0.41 -0.38 0.30 0.000
H 2.270 5.406 -1.230 0.35 0.03 0.46 0.000
H 1.264 5.207 -2.578 0.83 -0.25 -0.26 0.000
H -4.711 1.546 0.162 -0.24 0.08 -0.27 0.006
H -5.959 2.991 -1.510 0.20 0.04 -0.04 0.000
H -5.043 5.078 -2.331 0.80 -0.44 0.28 0.000
H -2.564 5.613 -1.593 -0.16 0.74 -0.34 0.000
H -1.474 4.241 0.083 -1.30 0.27 -0.30 -0.002
H -1.959 -0.146 -0.815 0.19 -0.20 -0.37 0.006
H -0.236 -0.110 -0.795 0.30 -0.03 -0.07 -0.026
H -1.067 -1.546 -1.433 0.04 0.14 -0.10 -0.020
H -1.860 -1.670 -3.338 -0.44 0.48 -0.75 0.001
H -3.860 -1.166 -5.504 -0.77 -0.15 -0.29 0.000
H -2.490 -2.184 -5.923 0.13 0.71 0.17 0.000
H -2.797 -0.676 -6.882 -0.47 -0.56 0.13 0.000
H -2.208 1.610 -6.110 0.04 -0.23 -0.67 0.000
H -1.303 3.556 -5.853 0.15 -0.18 0.33 0.000
H 0.266 3.517 -5.052 -0.52 0.08 0.35 -0.001
H -1.187 4.181 -4.243 -0.11 0.36 0.85 -0.001
H 2.090 0.252 -0.542 -0.70 -0.43 0.37 0.001
H 3.163 -0.651 -1.644 0.44 -0.58 0.50 0.000
H 1.665 -0.268 -2.270 -1.23 -0.07 0.01 -0.002
H 4.791 0.464 -2.237 1.12 -0.46 -0.27 0.000
```
Positions in Å, forces in eV/Å.

## Properties
Maximum force: 0.0730 Eh/bohr
Kohn-Sham gap (alpha / beta): 0.2891 / 0.2367 Eh
LUMO energy (alpha / beta): 0.40 / -1.06 eV
Relative energy (zero: lowest compared OMol25 entry of this formula, charge and spin): 42.8 kJ/mol
Multiplicity: 6